No. 1
{
  "formula": "C26H31DyI2N10O3S",
  "method": "wB97M-V/def2-TZVPD",
  "s2": 9.331,
  "spin_multiplicity": 6,
  "orbital_gap_ev": [7.6631, 7.6646],
  "e_above_lowest_ev": 0.613,
  "symbols": ["Dy", "N", "C", "C", "N", "C", "C", "N", "C", "C", "N", "H", "H", "H", "H", "H", "H", "H", "H", "H", "H", "H", "H", "H", "H", "H", "H", "H", "H", "I", "C", "C", "C", "I", "C", "C", "C", "C", "N", "C", "C", "O", "H", "H", "H", "H", "N", "C", "C", "C", "C", "C", "C", "S", "O", "O", "N", "C", "N", "C", "C", "C", "N", "H", "H", "H", "H", "H", "H", "H", "H", "H", "N", "C"],
  "xyz": [[0.32, -0.20, -0.12], [-0.07, -1.98, 1.89], [-1.50, -2.12, 2.19], [-2.18, -2.83, 1.01], [-1.78, -2.25, -0.27], [-1.28, -3.28, -1.19], [0.06, -3.89, -0.76], [1.11, -2.87, -0.67], [-2.89, -1.55, -0.91], [-3.39, -0.36, -0.09], [-2.30, 0.60, 0.11], [0.34, -2.91, 1.84], [0.40, -1.51, 2.67], [-1.91, -1.11, 2.32], [-1.69, -2.69, 3.11], [-3.27, -2.80, 1.14], [-1.90, -3.89, 1.05], [-1.15, -2.80, -2.16], [-2.01, -4.10, -1.30], [0.31, -4.67, -1.49], [-0.03, -4.38, 0.21], [1.36, -2.60, -1.62], [1.94, -3.26, -0.24], [-3.73, -2.24, -1.08], [-2.54, -1.18, -1.88], [-3.75, -0.69, 0.89], [-4.25, 0.08, -0.62], [-2.35, 1.05, 1.03], [-2.37, 1.35, -0.59], [3.00, -0.01, -2.23], [1.58, -0.13, -3.84], [1.91, 0.21, -5.14], [0.98, 0.04, -6.14], [1.53, 0.61, -8.10], [-0.29, -0.52, -5.87], [-1.25, -0.84, -6.85], [-2.43, -1.44, -6.47], [-2.64, -1.70, -5.11], [-1.78, -1.40, -4.18], [-0.61, -0.83, -4.52], [0.32, -0.60, -3.45], [0.02, -0.88, -2.23], [2.89, 0.59, -5.35], [-1.05, -0.63, -7.89], [-3.17, -1.72, -7.20], [-3.56, -2.17, -4.77], [5.22, 5.16, 3.32], [4.36, 4.12, 3.11], [3.73, 3.95, 1.87], [2.93, 2.85, 1.63], [2.76, 1.90, 2.63], [3.36, 2.06, 3.87], [4.14, 3.17, 4.12], [1.75, 0.48, 2.32], [1.82, -0.45, 3.43], [2.20, -0.11, 1.05], [0.23, 0.90, 1.99], [-0.45, 1.40, 3.02], [0.22, 1.77, 4.12], [-0.48, 2.19, 5.15], [-1.86, 2.30, 5.12], [-2.46, 1.95, 3.92], [-1.79, 1.49, 2.89], [5.22, 5.93, 2.67], [5.49, 5.38, 4.27], [3.87, 4.70, 1.11], [2.45, 2.72, 0.67], [3.18, 1.30, 4.61], [4.60, 3.30, 5.08], [0.10, 2.45, 6.03], [-2.43, 2.67, 5.96], [-3.54, 2.02, 3.78], [0.19, 2.96, -1.72], [0.24, 1.96, -1.13]]
}

***

No. 2
{
  "formula": "C26H31N5O2PPdS2",
  "method": "wB97M-V/def2-TZVPD",
  "s2": 6.039,
  "spin_multiplicity": 5,
  "orbital_gap_ev": [8.6863, 4.8925],
  "e_above_lowest_ev": 2.133,
  "charge": 3,
  "symbols": ["Pd", "N", "C", "C", "C", "C", "C", "C", "P", "C", "C", "C", "C", "C", "C", "C", "C", "C", "C", "C", "C", "H", "H", "H", "H", "H", "H", "H", "H", "H", "H", "H", "H", "H", "H", "H", "H", "C", "C", "C", "C", "N", "C", "S", "N", "H", "H", "H", "H", "H", "C", "S", "C", "O", "H", "H", "H", "H", "H", "H", "N", "C", "N", "O", "H", "H", "H", "H"],
  "xyz": [[-0.96, 0.09, -0.79], [-1.99, -1.90, 0.04], [-1.60, -2.37, 1.33], [-1.76, -3.71, 1.68], [-1.47, -4.12, 2.97], [-1.00, -3.22, 3.91], [-0.79, -1.90, 3.56], [-1.06, -1.47, 2.26], [-0.69, 0.22, 1.69], [-0.10, 1.13, 3.14], [1.26, 1.41, 3.34], [1.65, 2.01, 4.52], [0.71, 2.36, 5.48], [-0.64, 2.11, 5.27], [-1.05, 1.51, 4.09], [0.84, 0.02, 0.67], [1.34, 1.20, 0.08], [2.65, 1.24, -0.39], [3.46, 0.12, -0.27], [2.96, -1.06, 0.27], [1.65, -1.13, 0.72], [-2.92, -1.47, 0.06], [-2.02, -2.66, -0.63], [-2.16, -4.41, 0.96], [-1.63, -5.16, 3.25], [-0.78, -3.54, 4.92], [-0.40, -1.20, 4.28], [2.00, 1.14, 2.60], [2.70, 2.20, 4.69], [1.03, 2.86, 6.39], [-1.37, 2.38, 6.02], [-2.09, 1.32, 3.91], [0.74, 2.11, 0.07], [3.04, 2.15, -0.81], [4.50, 0.16, -0.58], [3.59, -1.93, 0.37], [1.27, -2.04, 1.15], [4.88, -0.34, -4.00], [3.96, -1.30, -3.35], [4.38, -2.59, -2.98], [3.42, -3.37, -2.36], [2.19, -2.95, -2.17], [1.82, -1.74, -2.59], [0.15, -1.33, -2.53], [2.71, -0.93, -3.13], [5.84, -0.81, -4.22], [5.05, 0.53, -3.36], [4.44, 0.03, -4.92], [5.37, -2.95, -3.18], [3.63, -4.37, -2.00], [-5.35, 1.48, 0.15], [-3.76, 2.02, -0.56], [-4.42, 2.65, -2.13], [-3.11, 0.68, -0.92], [-5.96, 2.36, 0.34], [-5.16, 0.97, 1.08], [-5.86, 0.82, -0.54], [-5.20, 3.37, -1.92], [-4.82, 1.83, -2.72], [-3.62, 3.14, -2.68], [-0.92, 3.42, -3.76], [-1.06, 2.20, -3.23], [-1.62, 1.25, -3.98], [-0.72, 2.00, -2.04], [-1.12, 3.60, -4.73], [-0.46, 4.15, -3.24], [-1.83, 1.39, -4.96], [-1.76, 0.32, -3.60]]
}

***

No. 3
{
  "formula": "C26H31N5O4",
  "method": "wB97M-V/def2-TZVPD",
  "smiles": "CNC(=O)[C@H](Cc1c[nH]c2ccccc12)NC(C)=O.Cc1ccc2[nH]cc(C[C@H](N)C(=O)O)c2c1",
  "orbital_gap_ev": 8.4541,
  "e_above_lowest_ev": 0.000,
  "symbols": ["C", "N", "C", "O", "C", "C", "C", "C", "N", "C", "C", "C", "C", "C", "C", "N", "C", "C", "O", "H", "H", "H", "H", "H", "H", "H", "H", "H", "H", "H", "H", "H", "H", "H", "H", "H", "C", "C", "C", "C", "C", "N", "C", "C", "C", "C", "N", "C", "O", "O", "C", "C", "H", "H", "H", "H", "H", "H", "H", "H", "H", "H", "H", "H", "H", "H"],
  "xyz": [[-2.16, -5.36, -4.45], [-3.43, -5.04, -3.79], [-3.96, -3.83, -3.60], [-5.05, -3.73, -3.04], [-3.20, -2.57, -4.06], [-2.23, -2.09, -2.96], [-1.40, -0.88, -3.26], [-0.96, -0.49, -4.47], [-0.24, 0.68, -4.36], [-0.14, 1.09, -3.04], [0.48, 2.18, -2.42], [0.38, 2.31, -1.03], [-0.32, 1.35, -0.27], [-0.94, 0.26, -0.91], [-0.87, 0.10, -2.31], [-4.14, -1.49, -4.40], [-4.16, -0.84, -5.56], [-5.20, 0.25, -5.69], [-3.40, -1.08, -6.49], [-2.19, -5.06, -5.50], [-1.33, -4.85, -3.96], [-1.98, -6.43, -4.40], [-3.99, -5.81, -3.46], [-2.62, -2.83, -4.94], [-2.82, -1.89, -2.06], [-1.55, -2.91, -2.72], [-1.17, -1.00, -5.41], [0.16, 1.16, -5.15], [1.01, 2.91, -3.01], [0.85, 3.16, -0.53], [-0.39, 1.46, 0.80], [-1.48, -0.47, -0.32], [-4.84, -1.27, -3.71], [-5.16, 0.66, -6.70], [-4.98, 1.04, -4.97], [-6.18, -0.16, -5.49], [0.51, 1.87, 7.36], [1.30, 0.98, 6.43], [1.78, -0.27, 6.88], [2.52, -1.09, 6.02], [2.80, -0.66, 4.72], [3.48, -1.25, 3.67], [3.48, -0.42, 2.56], [2.80, 0.73, 2.90], [2.57, 1.90, 1.97], [3.65, 2.99, 2.08], [4.98, 2.36, 1.87], [3.53, 3.79, 3.41], [4.50, 3.87, 4.14], [2.36, 4.43, 3.67], [2.35, 0.58, 4.28], [1.59, 1.40, 5.12], [-0.23, 2.44, 6.79], [1.18, 2.56, 7.87], [-0.02, 1.27, 8.10], [1.56, -0.60, 7.89], [2.88, -2.06, 6.37], [3.92, -2.17, 3.71], [3.93, -0.62, 1.59], [2.56, 1.53, 0.94], [1.58, 2.33, 2.16], [3.48, 3.72, 1.28], [5.08, 1.58, 2.52], [5.72, 3.05, 2.05], [2.52, 4.89, 4.51], [1.23, 2.36, 4.77]]
}

***

No. 4
{
  "formula": "C26H32AlNO6",
  "method": "wB97M-V/def2-TZVPD",
  "orbital_gap_ev": 6.4149,
  "e_above_lowest_ev": 0.160,
  "symbols": ["O", "C", "C", "H", "H", "C", "H", "H", "C", "H", "H", "H", "C", "H", "H", "H", "Al", "C", "C", "C", "H", "C", "C", "H", "H", "H", "H", "C", "C", "C", "H", "C", "C", "H", "H", "H", "H", "O", "C", "C", "H", "H", "C", "H", "H", "C", "H", "H", "H", "H", "O", "C", "O", "C", "C", "C", "C", "C", "C", "N", "O", "O", "H", "H", "H", "H"],
  "xyz": [[-6.85, 2.59, -1.71], [-7.57, 1.97, -2.85], [-8.64, 3.06, -2.88], [-7.95, 0.98, -2.56], [-6.95, 1.94, -3.76], [-7.87, 3.62, -1.68], [-9.64, 2.71, -2.64], [-8.60, 3.70, -3.76], [-8.71, 3.58, -0.41], [-9.19, 2.61, -0.29], [-9.50, 4.34, -0.53], [-8.10, 3.85, 0.47], [-7.32, 5.02, -1.93], [-6.76, 5.06, -2.88], [-6.70, 5.34, -1.09], [-8.19, 5.69, -2.02], [1.30, -0.39, 0.45], [2.03, 1.04, -0.82], [1.83, -0.18, -1.62], [0.59, -0.03, -2.32], [2.64, -0.85, -1.91], [0.02, 1.21, -1.96], [0.87, 1.87, -1.04], [0.74, 2.87, -0.65], [2.99, 1.40, -0.44], [0.22, -0.71, -3.09], [-0.87, 1.65, -2.41], [1.14, 0.23, 2.46], [0.63, 1.56, 2.23], [-0.71, 1.46, 1.81], [1.17, 2.47, 2.46], [-1.09, 0.10, 1.78], [0.04, -0.70, 2.15], [-0.03, -1.74, 2.48], [2.02, -0.01, 3.05], [-1.37, 2.30, 1.63], [-2.09, -0.28, 1.61], [-2.76, 0.36, -0.51], [-3.34, 1.65, -0.71], [-4.24, 1.54, -1.93], [-2.56, 2.42, -0.84], [-3.89, 1.91, 0.20], [-4.49, 0.02, -2.10], [-3.74, 1.94, -2.83], [-5.16, 2.11, -1.74], [-3.21, -0.57, -1.52], [-4.72, -0.28, -3.12], [-5.32, -0.26, -1.44], [-2.45, -0.72, -2.31], [-3.35, -1.53, -1.02], [2.94, -1.27, 0.89], [2.35, -2.41, 0.67], [1.14, -2.34, 0.19], [3.06, -3.64, 1.05], [2.43, -4.89, 0.98], [3.08, -6.03, 1.44], [4.38, -5.90, 1.98], [5.02, -4.65, 2.03], [4.36, -3.52, 1.57], [5.05, -7.07, 2.49], [4.46, -8.17, 2.43], [6.20, -6.94, 2.97], [1.43, -4.96, 0.56], [2.61, -7.00, 1.40], [6.02, -4.59, 2.44], [4.85, -2.55, 1.61]]
}

***

| no. | energy (eV) |
| --- | --- |
| 1 | -99632.978 |
| 2 | -73422.319 |
| 3 | -43107.833 |
| 4 | -47849.708 |